(1)
Here is an isolated molecule of C3H8N2OS from the Open Molecules 2025 dataset. Energies are from ωB97M-V with the def2-TZVPD basis set.

Geometry as XYZ:
```
15
C3H8N2OS, DFT ωB97M-V with the def2-TZVPD basis set
S -1.93 1.16 -0.44
O 0.67 1.95 2.21
N 0.51 0.17 0.10
N -0.54 1.41 1.72
C -0.24 -1.75 -1.36
C 0.80 -0.61 -1.13
C -0.54 0.88 0.42
H 1.11 0.01 0.87
H -1.29 2.09 1.83
H 0.58 1.58 3.09
H 1.81 -0.91 -1.12
H 0.70 0.08 -2.04
H -1.24 -1.34 -1.24
H -0.20 -2.19 -2.35
H -0.20 -2.54 -0.57
```

Summary:
energy	-701.9882	a.u.
spin multiplicity	1
orbital gap	8.8	eV
energy above the lowest of the compared OMol25 structures with the same formula, charge and spin	234.5	kJ/mol
maximum force	3.62	eV/A
structure (SMILES)	CCNC(=S)NO

***

(2)
Here is the ion C3H8N2OS2 with charge -1 from the Open Molecules 2025 dataset. Energies are from ωB97M-V with the def2-TZVPD basis set.

Geometry as XYZ:
```
16
C3H8N2OS2, DFT ωB97M-V with the def2-TZVPD basis set
S -3.71 0.76 -0.91
S -2.30 0.69 0.69
O 1.95 0.92 -1.06
N -0.21 -1.57 0.14
N 2.74 -0.71 0.26
C 0.33 -0.22 0.38
C -0.62 0.94 0.08
C 1.68 0.03 -0.26
H 2.60 -1.59 0.72
H 0.55 -0.22 1.46
H 3.62 -0.60 -0.21
H -0.12 1.87 0.32
H -0.68 0.91 -1.03
H -0.79 -1.69 0.96
H -4.17 2.01 -0.91
H -0.87 -1.54 -0.64
```

Summary:
energy	-1100.2421	a.u.
net charge	-1
spin multiplicity	2
orbital gap (alpha / beta)	3.6 / 7.6	eV
energy above the lowest of the compared OMol25 structures with the same formula, charge and spin	0.0	kJ/mol
maximum force	3.66	eV/A
expectation value of S²	0.75

***

(3)
Here is a structure of composition C3H8N2OS2 from the Open Molecules 2025 dataset. Energies are from ωB97M-V with the def2-TZVPD basis set.

Geometry as XYZ:
```
16
C3H8N2OS2, DFT ωB97M-V with the def2-TZVPD basis set
S 2.89 0.49 -0.66
S 0.31 2.33 0.06
O -1.00 -1.24 -0.85
N 1.38 -0.09 -0.06
N -1.04 0.01 -0.24
C -2.31 0.63 -0.08
C 1.60 -1.39 0.83
C 0.14 0.61 0.01
H 0.72 -1.41 1.51
H -1.39 -0.96 -1.73
H 2.52 -0.99 1.29
H 2.69 2.18 -0.37
H 1.53 -2.41 0.33
H -3.09 -0.17 -0.44
H -2.48 0.79 1.11
H -2.48 1.60 -0.71
```

Summary:
energy	-1100.0440	a.u.
spin multiplicity	1
orbital gap	8.5	eV
energy above the lowest of the compared OMol25 structures with the same formula, charge and spin	554.8	kJ/mol
maximum force	4.04	eV/A